Version A
This record from the Open Molecules 2025 dataset describes a single C2H5IN2O2 molecule. The level of theory is ωB97M-V/def2-TZVPD.

Atoms and positions in Å:
C1 -0.43848 -1.50079 -0.14993
C2 0.52276 -0.38671 -0.51738
I1 2.60551 -0.56330 0.19627
N1 0.07102 0.88281 -0.01669
O1 0.16350 0.98277 1.48095
N2 -0.33028 1.84961 -0.69816
O2 -0.63265 2.86888 -0.10552
H1 -0.54361 -1.77478 0.91657
H2 -0.31881 -2.56176 -0.69167
H3 -1.43809 -1.22543 -0.38609
H4 0.60829 -0.48057 -1.68198
H5 -0.26916 1.90926 1.65364

Properties
SMILES: C[C@H](I)N(O)N=O
LUMO level in eV: -0.1109
Charge: 0
HOMO-LUMO gap in eV: 9.6831

Version B
This record from the Open Molecules 2025 dataset describes a single C2H5IN2O2 molecule. The level of theory is ωB97M-V/def2-TZVPD.

Atoms and positions in Å:
C1 0.24549 0.41543 -0.53466
C2 0.65244 -0.95955 0.00360
I1 0.27790 -2.42094 -1.47771
N1 -0.14814 -1.18890 1.19702
O1 -1.75194 -0.93565 0.96878
N2 0.45147 -1.32293 2.28220
O2 -0.14704 -1.37726 3.34421
H1 -0.78443 0.24839 -0.82842
H2 0.93860 0.79757 -1.26847
H3 0.11180 0.98798 0.37519
H4 1.62693 -1.01876 0.33787
H5 -2.30829 -1.47399 1.46160

Properties
SMILES: C[C@H](I)N(O)N=O
LUMO level in eV: -0.1297
Charge: 0
HOMO-LUMO gap in eV: 9.6738

Tell me which of them is the least stable. Sure, it is version B.

Version A
This record from the Open Molecules 2025 dataset describes a single C5H7ClN2 molecule. The level of theory is ωB97M-V/def2-TZVPD.

Atoms and positions in Å:
H1 0.69020 1.34713 3.10528
N1 0.99215 1.49066 2.08292
C1 0.23146 0.78394 1.27288
C2 -0.64506 -0.46184 1.36352
C3 -1.08172 -0.84428 0.20155
C4 -0.48240 0.08300 -0.80701
C5 0.67387 -0.84713 -1.55356
Cl1 0.78186 0.39855 -3.02807
N2 -0.00584 1.23116 0.02643
H2 -1.01530 -0.99888 2.32753
H3 -1.81543 -1.58413 -0.15717
H4 -1.25982 0.46108 -1.27996
H5 1.74332 -0.88451 -1.21968
H6 0.41074 -2.02383 -1.99277
H7 0.78199 1.84908 -0.34188

Properties
SMILES: [H]/N=C1\C=C[C@H](CCl)N1
LUMO level in eV: 0.5429
Charge: 0
HOMO-LUMO gap in eV: 9.5565

Version B
This record from the Open Molecules 2025 dataset describes a single C5H7ClN2 molecule. The level of theory is ωB97M-V/def2-TZVPD.

Atoms and positions in Å:
H1 -0.98106 2.89292 -0.91405
N1 -1.16916 2.07593 -0.23475
C1 -0.29437 1.28916 0.17787
N2 1.14031 1.31936 0.12964
C2 1.56402 -0.17699 0.04860
C3 2.61754 -0.76559 -0.48946
C4 0.39801 -0.88633 0.91334
C5 -0.82888 -0.11653 0.71149
Cl1 -1.59562 -1.15664 -0.48114
H2 1.77041 1.70372 -0.76965
H3 3.06454 -0.22293 -1.53003
H4 2.90662 -1.92530 -0.53226
H5 0.74284 -0.73885 2.06280
H6 0.39426 -1.89226 0.72845
H7 -1.30812 0.01631 1.69878

Properties
SMILES: [H]/N=C1\NC(=C)C[C@@H]1Cl
LUMO level in eV: 0.8015
Charge: 0
HOMO-LUMO gap in eV: 10.0321

Tell me which of them is the least stable. Sure, it is version B.